1.
C17H62N14O14 | ωB97M-V with the def2-TZVPD basis set

ORCA input file:
```
! RIJCOSX wB97M-V def2-TZVPD def2/J DEFGRID3
* xyz 0 1
O -3.9576 -1.3445 3.4204
O 0.4304 -1.5515 -0.6676
O -4.6006 -1.4585 -1.3896
O -2.0236 2.0655 0.8254
O -1.1516 3.8415 -1.1626
O 0.5374 -1.4915 -5.3086
O 2.9374 -1.4385 2.4704
O 1.2974 2.8755 -4.4776
O 0.1964 -1.7265 2.9134
O 1.4214 2.5475 4.3274
O -1.6266 -6.0995 -1.2036
O -1.4316 5.2445 1.2914
O 2.7244 -2.1585 -1.4666
O 2.6134 2.0065 1.3934
N -0.0476 -4.3375 -0.9706
N -2.3216 -1.2205 -1.1636
N 4.8544 1.8795 1.7514
N -2.5566 -1.7785 1.5524
N 2.4864 -4.4535 -2.1026
N 4.3664 -3.5155 -2.3376
N -2.8586 5.3785 -1.7466
N 0.3644 3.8145 1.1094
N -3.5876 0.5895 -0.9076
N -0.0606 4.4555 3.0754
N -1.6966 -4.0135 -2.3306
N 4.2024 1.0715 -0.1656
N -3.2536 3.2385 -1.9586
N -4.7546 -2.2105 1.4004
C -0.3496 4.5325 1.8114
C 0.2834 2.0485 -3.9216
C 0.5694 -0.3975 0.0824
C -3.7326 -1.8415 2.1044
C 3.8724 1.6195 0.9704
C 0.4304 0.8065 -0.7466
C 3.1524 -3.3765 -1.9376
C -3.5186 -0.6805 -1.1256
C -2.4146 4.1295 -1.5906
C -0.0696 -2.3205 4.2104
C -0.4676 1.1245 4.8514
C 1.3694 -1.8955 -4.2126
C 0.8424 1.3155 3.9994
C 3.4214 -2.3435 1.4904
C -0.8166 1.7885 -4.9716
C -1.1186 -4.8335 -1.4676
C -2.5016 1.4745 2.0514
H -0.7546 4.9505 3.7154
H 1.4804 -4.2805 -1.7426
H -1.7546 -1.6125 2.2074
H 1.1534 -1.4335 -3.3116
H 2.3514 2.4895 4.1824
H 0.3724 -5.0705 -0.4126
H -2.3386 -2.2635 -1.4156
H -1.8926 0.6905 2.4814
H -0.4696 0.8975 -1.3326
H -0.1546 0.8245 5.8264
H 1.2954 -1.7295 -1.0146
H -1.0896 -2.6505 4.4144
H 0.6174 1.3575 2.9294
H -5.6356 -2.3775 1.8804
H 5.1024 0.5375 -0.2986
H 0.0674 -3.3025 -0.8186
H 2.5424 -2.8725 1.1014
H -1.1096 2.6885 -5.5036
H -1.1636 0.3315 4.5084
H 0.7254 1.1735 -3.5336
H -0.0966 2.6295 -3.1636
H 3.9614 -1.8225 0.6834
H 0.4024 3.6895 3.5754
H -2.5926 2.2255 2.8234
H 0.9324 -1.7045 -6.1516
H -3.8606 5.6385 -1.8116
H 2.7904 -5.3265 -1.5916
H 2.3684 -1.7035 -4.4376
H -2.9056 1.0625 -0.2976
H 3.7554 -1.1185 2.8994
H 4.0794 -3.0485 1.9644
H -3.5256 1.0965 1.9744
H 1.2914 0.8335 -1.4406
H 0.6464 -3.1135 4.1654
H 4.7784 -4.4115 -2.6266
H 2.1674 2.5855 -4.1746
H 1.2054 3.3085 1.4294
H 5.8164 2.0675 1.3824
H -4.4986 1.1045 -0.9616
H -1.7936 1.4635 -4.4866
H 3.3434 0.8395 -0.6966
H 1.5174 0.4895 4.1894
H -2.4296 -1.6685 0.5434
H -2.9966 2.2715 -1.7216
H -2.6066 -4.3925 -2.7436
H -1.4126 -0.8235 -0.8116
H -0.4056 1.0625 -5.6966
H -2.1546 6.1025 -1.5596
H -0.1876 -0.3115 0.8204
H 1.2034 -2.9605 -4.0206
H -4.7266 -2.4655 0.4224
H 1.5244 -0.4355 0.5734
H 0.2364 -1.5945 4.9754
H 4.7014 2.3625 2.6654
H 0.0494 3.8445 0.1014
H 1.1104 -1.5325 2.9774
H 5.0514 -2.6655 -2.2686
H -4.2606 3.4675 -2.0996
H 0.5164 1.6765 -0.0966
H -1.4246 -3.1465 -2.7366
H -1.2686 2.6405 1.0454
H -1.1016 2.0715 4.7504
*
```

The HOMO energy comes out at -0.28663 Eh. As for the LUMO energy: -0.025 hartree. As for the HOMO-LUMO gap: 7.11 eV. The calculation puts the molar mass at 686.8 g mol⁻¹. The value obtained for the energy above the lowest of the compared OMol25 structures with the same formula, charge and spin is 15.3 kcal/mol. For the largest force on an atom, the calculation gives 10.26 eV/A. The value obtained for the calculated total energy is -68157.4609 eV.

***

2.
C12H20B3O18P | ωB97M-V with the def2-TZVPD basis set

ORCA input file:
```
! RIJCOSX wB97M-V def2-TZVPD def2/J DEFGRID3
* xyz 0 1
P 0.4856 1.4106 -0.5564
O -1.2071 2.9624 4.3566
O 1.8956 -4.2244 -2.0408
O -3.2638 -0.6101 1.3721
O -4.3280 0.5344 2.9868
O -1.0826 1.9329 -5.3159
O 1.2903 -1.1271 0.6095
O 3.5565 -5.7290 -2.2686
O 2.6461 -5.3963 -0.2702
O -0.3022 3.0476 -3.5278
O 3.6180 -1.2589 1.1282
O -4.6073 1.0684 0.8126
O -1.4176 2.8405 6.5955
O 2.3969 0.7479 1.5125
O -2.0450 3.8570 -4.6380
O -1.1421 0.9785 5.3592
O 1.4879 2.1166 -1.5790
O -0.5461 0.5248 -1.4082
O -0.2335 2.4125 0.2434
C 2.6265 -5.0362 -1.5740
C -1.1960 0.7042 3.9550
C 3.4864 -6.5469 -0.1259
C 4.3897 -6.4330 -1.3414
C -0.5267 4.3541 -2.9830
C -3.8951 0.7209 -0.3837
C -0.7894 2.0344 3.3474
C -1.2714 2.3134 5.5410
C -1.1385 2.8583 -4.5719
C -3.3778 -0.6673 -0.0550
C -4.1019 0.3481 1.8346
C -1.9465 4.6386 -3.4384
B 2.4996 -1.8171 0.5360
B 3.6154 0.0811 1.4657
B 1.4730 0.2337 0.6378
H -3.0843 1.4371 -0.5291
H 0.1984 5.0420 -3.4204
H -4.5718 0.7494 -1.2329
H -2.4092 -0.8866 -0.4908
H 4.6830 -7.3890 -1.7650
H 2.0171 1.5248 -2.1320
H -0.4035 4.3260 -1.9035
H -1.2755 2.2546 2.4031
H -2.2092 0.4359 3.6652
H -2.6896 4.2767 -2.7264
H -2.1370 5.6834 -3.6647
H 4.6219 0.6754 1.6558
H -0.5234 -0.1158 3.7120
H 4.0130 -6.4996 0.8227
H 0.2912 2.1282 3.2178
H -4.0902 -1.4515 -0.3164
H -0.1661 0.0342 -2.1500
H 2.8609 -7.4400 -0.1539
H 2.5466 -2.8281 -0.0631
H 5.2783 -5.8316 -1.1444
*
```

The HOMO energy comes out at -0.38050 Eh. As for the LUMO energy: -0.019 hartree. As for the HOMO-LUMO gap: 9.83 eV. The calculation puts the molar mass at 515.7 g mol⁻¹. For the largest force on an atom, the calculation gives 1.10 eV/A. The value obtained for the calculated total energy is -60950.4802 eV.